The following is a DFT calculation (the ωB97M-V functional and the def2-TZVPD basis) of C22H60BF3N4O8Pt2 as an isolated structure at a distorted geometry.

Structure (XYZ):
```
100
Properties=species:S:1:pos:R:3:mulliken_charge:R:1
Pt 2.80260 -1.85677 -0.10378 2.20
Pt -0.72401 1.40322 0.79659 2.88
F -3.65597 -0.67477 3.51447 -0.27
F -3.73048 -2.28722 2.06473 -0.27
F -5.48552 -1.17909 2.54567 -0.28
O -3.91111 1.47006 1.63383 -0.25
O -1.26368 2.57378 -0.91798 -0.52
O 2.02226 -3.68160 0.61578 -0.42
O 2.10150 -2.74433 -2.41380 -0.38
O -4.28909 0.16773 -2.39704 -0.55
O -2.23317 -2.12611 -1.75748 -0.53
O -0.43570 1.00216 2.87127 -0.59
O -2.53454 0.03535 0.63992 -0.47
N 3.94514 -0.71843 -1.49623 -0.90
N 4.70013 -3.13726 0.01791 -0.61
N 1.09170 2.67336 0.51227 -0.45
N -1.89743 3.07792 1.73705 -0.09
C -2.45884 -1.52332 -3.06732 -0.23
C 1.01952 3.60018 -0.55764 0.34
C 2.36689 4.03725 -1.08729 -1.45
C -4.20280 -1.00372 2.32768 0.25
C 0.90990 -3.71282 1.55220 -0.72
C -0.15693 -0.26637 3.52884 -0.51
C -4.86555 3.65547 1.64257 -0.74
C 4.41419 -0.02183 -3.67537 -1.71
C -2.23854 4.08115 4.04353 -1.83
C 4.19822 -4.56655 -0.15623 0.27
C 2.93971 -4.76688 0.77356 -0.84
C -1.12896 1.87933 3.73905 -1.10
C -1.34786 3.25936 3.12271 0.43
C 5.31417 -5.51987 0.22627 -1.32
C -0.06334 3.14004 -1.57240 -1.05
C -3.80605 0.06728 1.23571 -0.35
C 3.11899 -2.14759 -3.22649 -1.27
C -2.42707 2.73987 -1.64554 -0.56
C -5.15865 2.17927 1.81904 -0.65
C -3.93287 -1.02542 -3.07536 -0.73
C 3.38925 -0.68287 -2.81290 1.38
C 0.94920 -3.40734 -2.95789 -0.90
B 1.02029 -0.05640 -0.14251 2.16
H -2.66898 3.80024 -1.71749 0.36
H 1.06422 -3.97940 -3.87855 0.38
H -2.22457 -1.34669 -1.19708 0.16
H -4.34994 -0.82190 -4.06162 0.40
H 1.69787 1.95932 0.13438 -0.22
H -3.24318 3.70814 4.24271 0.37
H 0.42985 2.53116 -2.33012 0.23
H -3.22202 2.27866 -1.05949 -0.16
H 0.24839 -2.59613 -3.15512 0.23
H -2.29971 -2.21960 -3.89071 0.48
H 1.80877 0.44547 -0.68167 -0.63
H -1.94859 4.04345 1.44510 0.34
H 0.33671 -4.63824 1.49613 0.39
H 1.56896 3.29194 1.15233 0.34
H -6.07598 1.84453 1.33474 0.54
H -1.04704 -0.88517 3.64237 0.20
H 0.42871 -3.99012 -2.19792 0.28
H -4.60171 -1.79652 -2.69306 0.28
H 4.07977 0.20096 -4.68859 0.45
H 4.54955 0.99260 -3.30024 0.41
H -2.42366 2.28924 -2.63802 0.27
H 2.38955 4.58785 -2.02774 0.43
H 0.24384 -2.89256 1.28457 0.06
H 5.05717 -2.93776 0.94139 0.23
H 4.29106 0.19150 -1.22702 0.16
H -0.40251 4.06287 -2.04299 0.60
H -2.15693 1.56228 3.91473 0.29
H 2.50972 -5.76024 0.64540 0.41
H 3.95142 -4.62807 -1.21613 0.14
H -0.71962 1.94178 4.74734 0.62
H 4.89690 -1.05108 -1.55634 0.36
H 4.78405 -6.46067 0.37451 0.41
H 0.41676 -0.82511 2.78939 -0.10
H 2.90863 4.57635 -0.31013 0.40
H 0.39812 -0.23212 4.46630 0.39
H -3.94917 0.27406 -1.50556 0.10
H -5.61362 4.38558 1.33365 0.43
H 5.37462 -0.52951 -3.76452 0.41
H 5.52016 -2.94589 -0.53979 0.22
H 2.54474 0.00026 -2.72214 -0.17
H 1.00750 0.36696 0.84987 -0.44
H -4.50538 -0.02428 0.40464 0.53
H -4.29883 4.13490 2.44075 0.09
H 3.05384 3.27243 -1.44961 0.20
H -2.33618 5.12129 3.73260 0.40
H 0.68257 4.49276 -0.03051 0.40
H 1.27116 -3.70316 2.58056 0.35
H 3.93329 -2.87174 -3.20165 0.24
H 6.03763 -5.63353 -0.58107 0.36
H 0.07361 0.13681 -0.62281 -0.72
H 5.77119 -5.09248 1.11878 0.34
H -0.35302 3.67148 2.95376 0.31
H 3.10033 -4.71472 1.85040 0.45
H -1.75321 4.04941 5.01900 0.50
H -2.79513 2.62326 1.65039 -0.38
H 1.09091 -1.13020 -0.06364 -0.58
H -1.78725 -0.69869 -3.30614 0.16
H -5.62438 2.03818 2.79439 0.34
H 2.84391 -2.12589 -4.28099 0.54
H -4.32031 3.71951 0.70092 0.05
```

Properties
- Spin multiplicity: 6
- HOMO energy (spin up / spin down): -0.20909 / -0.39442 hartree
- Total charge: +1
- LUMO energy (spin up / spin down): -1.9 / -3.5 eV
- DFT total energy: -2257.49665 hartree